{
  "formula": "C16H64N32O20S",
  "method": "the ωB97M-V functional and the def2-TZVPD basis",
  "e_tot_ev": -117111.6645,
  "de_lowest_ev": 4.508,
  "total_charge": -2,
  "lumo_ev": 3.30,
  "e_homo_ha": -0.1819,
  "elements": ["S", "O", "O", "O", "O", "C", "O", "N", "N", "H", "H", "H", "H", "C", "O", "N", "N", "H", "H", "H", "H", "C", "O", "N", "N", "H", "H", "H", "H", "C", "O", "N", "N", "H", "H", "H", "H", "C", "O", "N", "N", "H", "H", "H", "H", "C", "O", "N", "N", "H", "H", "H", "H", "C", "O", "N", "N", "H", "H", "H", "H", "C", "O", "N", "N", "H", "H", "H", "H", "C", "O", "N", "N", "H", "H", "H", "H", "C", "O", "N", "N", "H", "H", "H", "H", "C", "O", "N", "N", "H", "H", "H", "H", "C", "O", "N", "N", "H", "H", "H", "H", "C", "O", "N", "N", "H", "H", "H", "H", "C", "O", "N", "N", "H", "H", "H", "H", "C", "O", "N", "N", "H", "H", "H", "H", "C", "O", "N", "N", "H", "H", "H", "H"],
  "coordinates": [[-0.509, -0.066, 0.706], [0.204, -1.231, 0.166], [-1.925, -0.322, 0.628], [-0.148, 0.277, 2.087], [-0.166, 1.055, -0.201], [-4.598, -1.392, 4.956], [-4.780, -0.344, 5.555], [-3.953, -2.502, 5.301], [-5.212, -1.536, 3.783], [-3.488, -2.528, 6.197], [-3.888, -3.264, 4.642], [-5.925, -0.888, 3.481], [-4.987, -2.254, 3.109], [-3.860, -0.048, -2.580], [-4.451, -0.582, -3.507], [-3.241, -0.688, -1.709], [-3.719, 1.201, -2.495], [-3.114, -1.671, -1.903], [-2.808, -0.244, -0.912], [-4.349, 1.623, -3.163], [-3.559, 1.662, -1.611], [1.282, 3.302, 3.369], [1.760, 4.326, 3.696], [0.033, 3.035, 3.431], [1.869, 2.359, 2.696], [-0.668, 3.576, 3.917], [-0.230, 2.185, 2.954], [2.821, 2.539, 2.411], [1.244, 1.647, 2.348], [5.749, 1.526, 1.536], [4.755, 0.964, 1.859], [5.899, 2.764, 1.009], [6.828, 0.908, 1.612], [6.801, 3.216, 0.968], [5.072, 3.260, 1.311], [7.601, 1.549, 1.502], [6.854, 0.107, 2.226], [1.906, -4.213, -4.450], [2.765, -3.796, -5.250], [2.230, -4.642, -3.277], [0.627, -4.315, -4.594], [3.169, -4.581, -2.910], [1.520, -5.074, -2.704], [0.337, -4.426, -5.555], [0.126, -4.876, -3.920], [-2.702, -3.472, 0.189], [-3.212, -4.543, -0.047], [-3.326, -2.509, 0.845], [-1.556, -3.083, -0.332], [-2.783, -1.661, 0.922], [-3.898, -2.888, 1.586], [-1.052, -2.297, 0.053], [-1.200, -3.563, -1.146], [-0.706, -2.864, 3.463], [-1.009, -3.744, 4.235], [-0.092, -3.084, 2.293], [-0.829, -1.676, 3.693], [0.037, -2.315, 1.651], [0.132, -4.013, 1.968], [-1.142, -1.458, 4.628], [-0.382, -0.993, 3.098], [4.157, -0.092, -3.406], [4.096, 0.762, -4.215], [4.469, 0.165, -2.192], [3.976, -1.387, -3.462], [4.697, -0.608, -1.582], [4.640, 1.133, -1.964], [3.499, -1.732, -4.284], [4.011, -1.945, -2.621], [-3.684, 2.037, 2.426], [-4.134, 2.987, 3.089], [-3.396, 2.253, 1.135], [-3.128, 0.907, 2.821], [-3.593, 3.191, 0.814], [-2.846, 1.503, 0.742], [-2.769, 0.289, 2.107], [-3.247, 0.611, 3.779], [3.364, -2.335, 0.048], [4.529, -2.694, -0.066], [2.943, -1.130, 0.249], [2.325, -3.067, -0.053], [3.565, -0.375, 0.500], [1.966, -0.882, 0.185], [2.589, -4.040, -0.124], [1.419, -2.643, 0.085], [3.059, -0.619, 5.150], [3.232, -1.198, 6.123], [3.970, -0.325, 4.207], [2.067, 0.104, 4.855], [3.807, 0.058, 3.287], [4.867, -0.741, 4.410], [1.366, 0.210, 5.574], [1.890, 0.262, 3.873], [-6.836, -0.788, -1.258], [-7.202, -0.982, -2.389], [-6.609, 0.443, -0.845], [-6.815, -1.668, -0.280], [-6.882, 1.218, -1.433], [-6.269, 0.612, 0.091], [-6.911, -2.647, -0.509], [-6.836, -1.224, 0.627], [2.863, 2.783, -1.178], [4.023, 2.930, -1.468], [2.264, 3.742, -0.653], [2.094, 1.780, -1.317], [1.267, 3.737, -0.815], [2.660, 4.653, -0.473], [2.565, 0.891, -1.413], [1.216, 1.740, -0.820], [0.171, -0.836, -3.471], [-0.160, -1.105, -4.650], [0.733, -1.581, -2.564], [-0.175, 0.256, -2.915], [1.042, -2.519, -2.773], [0.667, -1.157, -1.649], [-0.352, 0.328, -1.923], [-0.751, 0.842, -3.502], [-1.539, 3.959, -1.175], [-2.550, 4.655, -1.358], [-0.981, 3.672, -0.093], [-0.936, 3.292, -2.146], [-0.536, 2.774, 0.037], [-1.177, 4.129, 0.786], [-0.276, 2.626, -1.770], [-1.494, 2.954, -2.918], [1.453, 3.139, -5.399], [1.445, 2.753, -6.561], [2.103, 2.506, -4.369], [0.800, 4.168, -4.991], [2.123, 2.910, -3.444], [2.552, 1.661, -4.694], [1.187, 4.480, -4.112], [0.198, 4.783, -5.519]],
  "mulliken_charge": [-0.499, 0.761, -0.907, 0.336, 1.389, 0.665, -0.687, -0.301, -0.281, 0.218, 0.162, 0.172, 0.094, 0.242, -0.795, 0.800, -0.046, 0.096, -0.721, 0.301, -0.030, 0.560, -0.773, -0.092, 0.412, 0.191, -0.195, -0.126, -0.541, 0.297, -0.489, -0.356, -0.416, 0.200, 0.253, 0.142, 0.265, 0.419, -0.752, -0.317, -0.196, 0.188, 0.142, 0.241, 0.187, 0.342, -0.813, 0.321, 0.127, 0.162, -0.019, -0.150, 0.013, 0.264, -0.831, 0.402, 0.442, -0.684, 0.216, 0.264, -0.368, 0.870, -0.774, -0.482, -0.282, 0.099, 0.124, 0.147, 0.093, 0.318, -0.816, -0.049, 0.227, 0.271, -0.021, -0.055, -0.071, -0.115, -0.838, 1.627, 0.093, -0.379, -0.516, 0.240, -0.278, 0.397, -0.665, -0.154, -0.149, 0.272, 0.148, 0.223, 0.049, 0.713, -0.656, -0.390, -0.347, 0.200, 0.098, 0.205, 0.152, 0.022, -0.758, -0.104, 2.775, -0.040, 0.292, -1.065, -1.039, 0.066, -0.845, 1.117, 1.499, 0.214, -1.089, -1.717, 0.140, 0.455, -0.811, 0.232, 0.132, -0.602, 0.270, -0.806, 0.304, 0.442, -0.744, -0.017, -0.246, 0.046, 0.140, 0.126, 0.184]
}

***

{
  "formula": "C16H64O16",
  "method": "the ωB97M-V functional and the def2-TZVPD basis",
  "e_tot_ev": -50380.0995,
  "de_lowest_ev": 9.066,
  "lumo_ev": 0.22,
  "e_homo_ha": -0.3397,
  "elements": ["C", "O", "H", "H", "H", "H", "C", "O", "H", "H", "H", "H", "C", "O", "H", "H", "H", "H", "C", "O", "H", "H", "H", "H", "C", "O", "H", "H", "H", "H", "C", "O", "H", "H", "H", "H", "C", "O", "H", "H", "H", "H", "C", "O", "H", "H", "H", "H", "C", "O", "H", "H", "H", "H", "C", "O", "H", "H", "H", "H", "C", "O", "H", "H", "H", "H", "C", "O", "H", "H", "H", "H", "C", "O", "H", "H", "H", "H", "C", "O", "H", "H", "H", "H", "C", "O", "H", "H", "H", "H", "C", "O", "H", "H", "H", "H"],
  "coordinates": [[5.142, -1.079, -2.409], [4.565, -2.075, -1.536], [4.429, -0.405, -2.883], [5.961, -0.615, -1.859], [5.641, -1.537, -3.263], [5.229, -2.688, -1.212], [3.020, -5.116, 0.988], [2.120, -4.409, 0.182], [2.455, -5.427, 1.867], [3.370, -5.983, 0.428], [3.625, -4.244, 1.235], [2.055, -3.631, 0.740], [-0.003, 0.052, 0.310], [0.296, 1.414, 0.112], [-1.081, -0.107, 0.294], [0.673, -0.530, -0.316], [0.315, -0.276, 1.299], [0.055, 1.587, -0.801], [-4.052, -2.610, -3.461], [-4.966, -2.376, -4.448], [-3.101, -2.556, -3.991], [-4.069, -1.807, -2.725], [-4.141, -3.590, -2.993], [-5.720, -1.864, -4.146], [1.827, 4.312, -1.684], [2.209, 5.040, -2.871], [2.190, 3.302, -1.494], [2.179, 5.063, -0.977], [0.754, 4.182, -1.547], [1.960, 5.965, -2.804], [-3.416, 4.054, -2.524], [-2.651, 4.169, -3.705], [-3.690, 4.976, -2.012], [-4.299, 3.460, -2.762], [-2.887, 3.433, -1.800], [-3.238, 4.390, -4.432], [2.146, -1.730, 3.559], [1.898, -3.049, 3.011], [2.983, -1.786, 4.255], [2.487, -1.057, 2.772], [1.261, -1.402, 4.104], [1.663, -3.619, 3.747], [3.701, 5.125, 3.017], [2.840, 5.460, 2.032], [4.066, 5.968, 3.605], [3.173, 4.587, 3.805], [4.514, 4.492, 2.664], [2.663, 4.596, 1.653], [-5.339, 1.429, 1.236], [-6.333, 0.412, 1.598], [-5.088, 1.402, 0.175], [-5.685, 2.391, 1.614], [-4.382, 1.206, 1.707], [-5.792, -0.197, 2.106], [1.564, -2.021, -2.550], [1.650, -3.098, -3.370], [2.444, -1.392, -2.418], [0.831, -1.238, -2.744], [1.334, -2.349, -1.537], [2.198, -3.797, -3.005], [-1.293, 6.633, -4.998], [-0.741, 6.605, -3.697], [-0.683, 6.083, -5.715], [-2.328, 6.321, -5.137], [-1.257, 7.676, -5.313], [-0.762, 5.689, -3.412], [0.327, 1.652, -3.423], [-0.813, 1.859, -2.554], [0.088, 0.882, -4.157], [0.351, 2.603, -3.954], [1.252, 1.412, -2.900], [-1.444, 2.197, -3.195], [-0.721, -5.425, 1.831], [-1.985, -5.714, 2.253], [0.060, -6.070, 2.231], [-0.759, -5.130, 0.783], [-0.584, -4.475, 2.348], [-1.899, -6.612, 2.581], [3.153, 1.938, 1.609], [2.154, 2.900, 1.425], [3.027, 1.185, 2.387], [3.284, 1.303, 0.733], [4.058, 2.507, 1.818], [1.374, 2.571, 0.974], [-4.273, -2.650, 3.159], [-4.976, -1.452, 3.673], [-3.196, -2.495, 3.216], [-4.557, -3.560, 3.688], [-4.591, -2.871, 2.140], [-5.817, -1.744, 4.033], [-0.338, -4.385, 5.485], [1.078, -4.160, 5.723], [-0.607, -3.910, 4.542], [-0.477, -5.460, 5.371], [-0.955, -3.889, 6.235], [1.296, -4.825, 6.379]],
  "mulliken_charge": [-0.622, -0.388, 0.172, 0.296, 0.295, 0.245, -0.513, -0.425, 0.045, 0.279, 0.306, 0.243, -0.425, -0.489, 0.301, 0.117, 0.193, 0.247, -0.370, -0.526, 0.170, 0.189, 0.225, 0.313, -0.277, -0.575, 0.095, 0.266, 0.184, 0.315, -0.649, -0.448, 0.314, 0.378, 0.157, 0.253, -0.490, -0.341, 0.388, -0.001, 0.322, 0.129, -0.684, -0.533, 0.295, 0.236, 0.235, 0.509, -0.528, -0.535, 0.213, 0.265, 0.232, 0.355, -0.002, -0.575, -0.106, 0.204, 0.153, 0.345, -0.553, -0.470, 0.286, 0.162, 0.297, 0.273, -0.590, -0.492, 0.313, 0.264, 0.210, 0.189, -0.375, -0.511, 0.343, 0.289, -0.009, 0.293, -0.419, -0.466, 0.140, 0.175, 0.258, 0.402, -0.476, -0.549, 0.117, 0.321, 0.285, 0.295, -0.265, -0.523, -0.060, 0.309, 0.274, 0.290]
}

***

{
  "formula": "C16H70O27",
  "method": "the ωB97M-V functional and the def2-TZVPD basis",
  "e_tot_ev": -73007.8217,
  "de_lowest_ev": 0.000,
  "lumo_ev": 0.23,
  "e_homo_ha": -0.3514,
  "elements": ["O", "H", "H", "O", "H", "H", "O", "H", "H", "O", "H", "H", "O", "H", "H", "O", "H", "H", "O", "H", "H", "O", "H", "H", "O", "H", "H", "O", "H", "H", "O", "H", "H", "C", "C", "O", "O", "H", "H", "H", "H", "H", "H", "C", "C", "O", "O", "H", "H", "H", "H", "H", "H", "C", "C", "O", "O", "H", "H", "H", "H", "H", "H", "C", "C", "O", "O", "H", "H", "H", "H", "H", "H", "C", "C", "O", "O", "H", "H", "H", "H", "H", "H", "C", "C", "O", "O", "H", "H", "H", "H", "H", "H", "C", "C", "O", "O", "H", "H", "H", "H", "H", "H", "C", "C", "O", "O", "H", "H", "H", "H", "H", "H"],
  "coordinates": [[-0.537, -1.883, 2.346], [-1.309, -2.038, 2.909], [-0.704, -0.968, 1.961], [-4.862, -0.793, 0.106], [-3.909, -0.628, 0.352], [-4.825, -1.622, -0.388], [-4.169, -3.270, -0.987], [-4.523, -4.094, -1.385], [-3.995, -2.695, -1.729], [-0.168, 1.865, 3.233], [0.354, 1.162, 3.711], [-0.572, 1.578, 2.394], [-3.606, 2.100, 1.905], [-4.315, 1.517, 2.203], [-3.429, 2.586, 2.735], [1.412, -1.080, -4.516], [0.629, -0.511, -4.346], [1.364, -1.897, -3.910], [-2.257, 3.167, 4.337], [-1.406, 2.748, 4.073], [-2.124, 3.838, 5.013], [-2.272, -1.463, -2.211], [-2.156, -0.811, -2.944], [-1.484, -1.463, -1.656], [1.424, 2.978, -1.959], [2.033, 2.327, -2.270], [1.861, 3.799, -2.030], [-1.591, 0.112, 1.006], [-2.363, 0.626, 1.361], [-1.057, 0.688, 0.496], [1.318, -0.373, -0.023], [1.561, -0.107, -0.917], [0.810, -1.176, -0.185], [0.268, -4.300, -1.679], [-0.603, -3.937, -0.532], [-0.511, -2.545, -0.185], [0.154, -3.302, -2.779], [-0.172, -5.224, -2.086], [1.318, -4.543, -1.485], [-0.214, -4.485, 0.313], [-1.608, -4.362, -0.739], [-0.759, -2.461, 0.755], [-0.778, -2.984, -2.734], [0.372, -2.695, 5.474], [0.741, -3.829, 6.410], [0.587, -5.005, 5.572], [1.218, -2.816, 4.362], [0.445, -1.693, 5.844], [-0.645, -2.811, 5.108], [0.064, -3.897, 7.284], [1.736, -3.710, 6.766], [0.812, -4.673, 4.685], [0.704, -2.600, 3.587], [3.410, 2.110, 2.297], [3.134, 0.662, 2.688], [2.324, 0.475, 3.824], [2.249, 2.843, 1.901], [4.032, 2.093, 1.429], [3.991, 2.535, 3.075], [4.135, 0.156, 2.834], [2.639, 0.303, 1.752], [2.359, -0.453, 4.091], [1.527, 2.682, 2.606], [-4.125, -4.244, 2.596], [-4.180, -3.010, 3.446], [-2.851, -2.606, 3.881], [-3.169, -5.050, 3.205], [-3.858, -4.007, 1.507], [-5.035, -4.754, 2.566], [-4.798, -3.113, 4.340], [-4.555, -2.144, 2.865], [-2.380, -3.430, 4.169], [-3.269, -5.979, 2.904], [4.974, 1.152, -2.024], [4.099, 0.779, -3.252], [2.715, 0.728, -2.847], [4.786, 0.233, -0.937], [4.700, 2.103, -1.663], [5.992, 1.078, -2.303], [4.391, -0.190, -3.557], [4.154, 1.494, -4.094], [2.233, 0.143, -3.472], [3.791, 0.041, -0.817], [2.930, 5.529, -0.781], [3.869, 6.659, -0.461], [5.163, 6.129, -0.073], [2.933, 5.200, -2.184], [1.896, 5.799, -0.527], [3.059, 4.609, -0.147], [3.482, 7.296, 0.346], [3.958, 7.301, -1.332], [5.442, 5.436, -0.718], [3.826, 5.033, -2.598], [-1.051, -0.791, -6.730], [-1.969, -0.042, -5.782], [-1.493, -0.027, -4.462], [0.205, -0.223, -6.663], [-1.406, -0.795, -7.843], [-0.973, -1.802, -6.301], [-2.997, -0.481, -5.887], [-1.973, 0.949, -6.229], [-1.572, 0.893, -4.125], [0.847, -0.947, -6.738], [-1.668, 3.237, -0.901], [-2.275, 2.740, -2.260], [-1.314, 2.309, -3.214], [-0.761, 2.270, -0.341], [-2.469, 3.501, -0.130], [-1.079, 4.192, -1.047], [-2.852, 3.650, -2.626], [-2.972, 1.933, -2.063], [-0.554, 2.944, -3.194], [0.094, 2.525, -0.624]],
  "mulliken_charge": [-0.926, 0.523, 0.086, -0.682, 0.150, 0.421, -0.638, 0.266, 0.210, -0.858, 0.253, 0.368, -0.519, 0.256, 0.300, -0.674, 0.407, 0.355, -0.682, 0.501, 0.282, -0.141, 0.321, 0.058, -0.406, 0.148, 0.554, 0.442, 0.013, 0.140, -0.130, 0.135, 0.180, -0.507, -0.464, 0.091, -0.525, 0.265, 0.407, 0.442, 0.128, 0.002, 0.243, 0.365, -0.483, -0.565, -0.650, 0.365, -0.376, 0.317, 0.319, 0.388, 0.493, -0.769, 0.121, -0.543, -0.413, 0.327, 0.354, 0.416, -0.112, 0.267, 0.354, 0.028, -0.514, -0.600, -0.618, -0.160, 0.517, 0.293, 0.276, 0.238, 0.296, -0.283, -0.495, -0.578, -0.567, -0.008, 0.500, 0.378, 0.342, 0.163, 0.299, -0.148, -0.451, -0.521, -0.594, 0.223, 0.206, 0.331, 0.272, 0.309, 0.292, -0.440, -0.490, -0.517, -0.510, 0.286, 0.310, 0.277, 0.339, 0.347, 0.299, -0.547, -0.443, -0.570, -0.047, 0.254, 0.258, 0.287, 0.322, 0.247, -0.061]
}

***

{
  "formula": "C16H7AsCl5CoF11N2O3",
  "method": "the ωB97M-V functional and the def2-TZVPD basis",
  "e_tot_ev": -216800.5179,
  "de_lowest_ev": 0.960,
  "total_charge": -1,
  "lumo_ev": [1.87, 1.87],
  "e_homo_ha": [-0.2175, -0.2174],
  "elements": ["Co", "C", "C", "N", "O", "C", "C", "N", "O", "H", "H", "H", "H", "H", "H", "H", "Cl", "C", "C", "C", "Cl", "C", "Cl", "C", "Cl", "C", "Cl", "F", "C", "C", "F", "C", "F", "C", "O", "C", "F", "C", "F", "F", "As", "F", "F", "F", "F", "F"],
  "coordinates": [[-0.147, 0.213, -0.004], [0.775, 2.125, 3.531], [0.357, 1.717, 2.162], [0.244, 0.494, 1.811], [0.487, -0.418, 2.797], [0.208, 2.682, 1.077], [0.571, 4.124, 1.137], [-0.059, 2.063, -0.025], [0.064, 2.527, -1.183], [0.459, 1.399, 4.274], [0.376, 3.108, 3.776], [1.866, 2.178, 3.544], [0.831, -1.173, 2.294], [0.007, 4.645, 1.916], [0.351, 4.578, 0.173], [1.640, 4.249, 1.339], [-2.768, 2.006, -1.380], [-3.092, 0.548, -0.510], [-2.087, -0.148, 0.181], [-2.533, -1.305, 0.855], [-1.503, -2.306, 1.832], [-3.855, -1.759, 0.790], [-4.342, -3.219, 1.582], [-4.804, -1.048, 0.077], [-6.433, -1.615, -0.012], [-4.425, 0.116, -0.563], [-5.623, 1.009, -1.437], [1.136, -3.288, -5.212], [0.944, -2.887, -3.946], [0.417, -1.644, -3.678], [0.094, -0.819, -4.677], [0.238, -1.274, -2.367], [-0.260, -0.037, -2.045], [0.544, -2.078, -1.288], [0.320, -1.629, -0.072], [1.080, -3.321, -1.585], [1.411, -4.159, -0.596], [1.273, -3.716, -2.892], [1.786, -4.925, -3.150], [1.893, 0.476, -0.442], [3.538, 0.423, 0.217], [4.007, 1.491, -1.027], [3.121, 1.767, 1.211], [5.112, 0.381, 0.864], [2.952, -0.629, 1.445], [3.832, -0.923, -0.794]],
  "mulliken_charge": [-0.727, -1.808, 0.703, 1.044, -0.618, 0.544, -1.830, 1.319, -0.694, 0.460, 0.406, 0.295, 0.411, 0.382, 0.388, 0.287, -0.152, 1.127, -0.924, 0.923, -0.116, -0.244, -0.205, 0.367, -0.203, -0.220, -0.203, -0.326, 0.669, -0.394, -0.306, 0.560, -0.150, 0.207, -0.671, 0.136, -0.332, 0.163, -0.314, -0.679, 2.168, -0.486, -0.516, -0.506, -0.416, -0.519]
}

***

Number 1 is which compound? C16H64N32O20S

***

Which formula does entry 3 have? C16H70O27